[1]
ORCA calculation (ωB97M-V/def2-TZVPD) on the ion C5H7N2 with charge +1 at a distorted geometry.

Properties
orbital gap (alpha / beta): 8.87 / 7.37 eV
E_HOMO (alpha / beta): -14.869 / -14.796 eV
ΔE to the lowest compared entry with this formula, charge and spin: 169.83 kcal/mol
LUMO level (alpha / beta): -5.9966 / -7.4231 eV

ORCA input file:
```
! RIJCOSX wB97M-V def2-TZVPD def2/J DEFGRID3
* xyz 1 1
C -0.493 0.257 -1.527
C -0.450 0.390 -0.033
N -1.427 1.100 0.587
C -1.004 0.999 1.866
C -0.061 0.133 2.264
N 0.266 -0.252 0.859
C 1.419 -1.023 0.480
H -0.129 1.076 -2.017
H -1.510 0.114 -1.760
H 0.124 -0.567 -1.866
H -2.048 1.637 0.102
H 2.147 -1.182 1.353
H 1.259 -2.029 0.126
H 1.906 -0.653 -0.433
*
```

***

[2]
ORCA calculation (ωB97M-V/def2-TZVPD) on a structure of composition C12H18F4N2O7P2Pb.

Properties
orbital gap: 7.71 eV
E_HOMO: -7.709 eV
ΔE to the lowest compared entry with this formula, charge and spin: 8.12 kcal/mol
LUMO level: 0.0041 eV

ORCA input file:
```
! RIJCOSX wB97M-V def2-TZVPD def2/J DEFGRID3
* xyz 0 1
Pb 0.424 -1.137 -0.115
C -0.105 -0.290 -3.378
N 0.759 0.084 -2.256
C 0.616 1.523 -1.988
C 2.155 -0.265 -2.559
C 3.133 0.103 -1.437
N 2.529 -0.088 -0.125
C 3.174 0.385 0.967
C 2.492 0.386 2.202
F 1.264 -0.204 2.235
C 2.988 0.945 3.354
F 2.225 0.954 4.454
C 4.257 1.490 3.397
C 4.997 1.416 2.234
F 6.262 1.858 2.239
C 4.490 0.897 1.059
F 5.332 0.856 0.000
H 0.188 0.245 -4.289
H -1.138 -0.037 -3.141
H -0.039 -1.363 -3.563
H 0.896 2.113 -2.868
H 1.244 1.801 -1.145
H -0.417 1.732 -1.714
H 2.474 0.247 -3.476
H 2.195 -1.343 -2.740
H 3.460 1.140 -1.566
H 4.016 -0.530 -1.563
H 4.658 1.937 4.294
C -4.480 -0.223 -0.710
C -3.890 -0.622 0.629
O -4.870 -0.561 1.648
P -3.343 -2.373 0.536
O -4.666 -3.259 0.350
O -2.951 -2.663 2.041
O -2.324 -2.779 -0.465
P -2.479 0.483 1.165
O -3.095 1.933 0.806
O -2.297 0.350 2.621
O -1.280 0.336 0.225
H -5.401 -0.781 -0.884
H -3.764 -0.434 -1.505
H -4.704 0.842 -0.701
H -4.398 -0.539 2.497
H -4.835 -3.444 -0.584
H -2.523 -3.520 2.174
H -3.229 2.397 1.646
*
```

***

[3]
ORCA calculation (ωB97M-V/def2-TZVPD) on a cluster of 14 separate species, C21H70N6O14 in total at a distorted geometry.

Properties
orbital gap: 7.89 eV
E_HOMO: -8.408 eV
ΔE to the lowest compared entry with this formula, charge and spin: 92.36 kcal/mol
LUMO level: -0.5146 eV

ORCA input file:
```
! RIJCOSX wB97M-V def2-TZVPD def2/J DEFGRID3
* xyz 0 1
C -0.434 1.036 4.862
C -1.632 1.355 5.800
O -1.691 2.778 6.034
H 0.444 1.428 5.296
H -0.642 1.363 3.869
H -0.204 0.039 4.928
H -1.660 0.795 6.767
H -2.494 1.001 5.171
H -0.883 3.032 6.466
C 0.798 -0.289 -0.457
C -0.356 0.793 -0.048
O -0.176 1.120 1.309
H 0.842 -1.195 0.121
H 1.797 0.148 -0.599
H 0.481 -0.630 -1.458
H -1.343 0.375 -0.163
H -0.222 1.635 -0.664
H -0.263 0.290 1.771
C 3.837 -3.576 1.296
C 4.643 -4.421 0.350
O 5.830 -3.827 -0.025
H 4.488 -3.009 1.966
H 3.106 -4.225 1.747
H 3.245 -2.749 0.862
H 4.092 -4.753 -0.529
H 4.832 -5.455 0.818
H 6.242 -4.467 -0.549
C -5.286 1.007 0.090
C -3.996 1.748 0.139
O -3.774 2.547 -0.981
H -5.466 0.724 1.102
H -5.193 0.215 -0.718
H -6.191 1.748 -0.065
H -3.238 0.931 0.381
H -4.146 2.343 1.005
H -3.772 1.966 -1.745
C 0.153 -0.018 -6.093
C 0.740 0.892 -5.020
O 0.985 0.202 -3.838
H 0.770 -0.924 -6.381
H 0.186 0.528 -7.071
H -0.746 -0.443 -5.818
H 0.051 1.706 -4.711
H 1.661 1.275 -5.427
H 1.912 -0.036 -3.832
C 4.410 -1.061 -1.398
C 4.548 -0.695 0.120
O 5.731 -1.329 0.599
H 3.439 -0.814 -1.708
H 4.586 -2.056 -1.666
H 5.188 -0.558 -1.939
H 3.674 -0.762 0.760
H 4.800 0.413 0.230
H 5.604 -2.286 0.452
C 2.655 3.354 -0.876
C 2.644 2.582 -2.142
O 1.397 2.603 -2.705
H 3.566 3.210 -0.356
H 1.926 3.080 -0.130
H 2.458 4.403 -1.100
H 2.909 1.565 -1.864
H 3.334 3.029 -2.907
H 1.369 1.734 -3.027
C -1.834 3.697 3.074
O -2.748 2.616 3.119
N -1.901 4.903 3.613
N -0.831 3.626 2.257
H -2.871 5.148 4.125
H -1.163 5.681 3.656
H -0.593 2.642 1.989
H -0.135 4.337 2.148
C -2.072 -2.802 -0.372
O -2.197 -3.562 0.811
N -2.931 -2.069 -1.007
N -0.875 -2.871 -0.899
H -3.800 -2.078 -0.515
H -2.732 -1.436 -1.848
H -0.356 -3.593 -0.408
H -0.471 -2.464 -1.639
C -2.995 0.479 -3.275
O -4.149 1.165 -3.069
N -3.077 -0.757 -3.503
N -1.781 0.923 -3.234
H -4.010 -1.161 -3.706
H -2.286 -1.199 -3.778
H -1.704 1.941 -3.078
H -0.894 0.385 -3.274
C 2.053 1.537 3.162
O 2.695 1.275 1.916
H 2.885 1.466 3.839
H 1.665 0.618 3.512
H 1.371 2.354 3.214
H 1.938 1.106 1.399
C -1.152 -3.009 -4.492
O -0.681 -1.951 -3.693
H -1.125 -2.700 -5.519
H -2.064 -3.421 -4.273
H -0.458 -3.919 -4.523
H 0.242 -1.689 -3.934
C 0.775 -1.883 2.590
O -0.496 -1.234 2.470
H 0.744 -2.313 3.556
H 1.660 -1.186 2.434
H 0.858 -2.782 2.007
H -1.115 -1.946 2.449
C -3.631 -0.582 2.964
O -4.502 -1.741 2.772
H -4.239 0.336 3.033
H -2.935 -0.603 2.121
H -2.976 -0.806 3.785
H -4.724 -1.900 1.772
*
```

***

[4]
ORCA calculation (ωB97M-V/def2-TZVPD) on a structure of composition C38H40N9NaOP.

Properties
orbital gap: 8.71 eV
E_HOMO: -10.719 eV
ΔE to the lowest compared entry with this formula, charge and spin: 0.00 kcal/mol
LUMO level: -2.0080 eV

ORCA input file:
```
! RIJCOSX wB97M-V def2-TZVPD def2/J DEFGRID3
* xyz 1 1
Na 0.571 -0.221 0.902
C 4.093 0.688 3.000
C 3.280 1.614 2.136
C 2.290 2.423 2.695
C 1.578 3.323 1.918
C 1.837 3.427 0.556
C 2.797 2.608 -0.024
C 3.514 1.714 0.766
H 4.787 1.248 3.630
H 4.679 -0.012 2.407
H 3.457 0.101 3.665
H 2.088 2.357 3.759
H 0.819 3.943 2.376
H 1.299 4.149 -0.046
H 3.012 2.674 -1.085
H 4.292 1.109 0.313
N -0.188 1.782 -1.118
C -1.064 1.139 -2.018
C -2.295 1.700 -2.343
C -3.170 1.022 -3.179
C -2.815 -0.209 -3.717
C -1.584 -0.761 -3.396
C -0.705 -0.112 -2.533
P 0.804 -0.868 -1.858
C 2.171 0.067 -2.639
C 3.476 -0.260 -2.265
C 4.558 0.402 -2.821
C 4.350 1.424 -3.741
C 3.058 1.765 -4.112
C 1.973 1.079 -3.574
C 0.906 -2.504 -2.649
C 0.158 -3.543 -2.095
C 0.195 -4.817 -2.643
C 1.001 -5.070 -3.748
C 1.755 -4.046 -4.304
C 1.701 -2.767 -3.763
H -0.488 2.712 -0.858
H 0.771 1.850 -1.442
H -2.558 2.680 -1.958
H -4.125 1.466 -3.426
H -3.489 -0.733 -4.380
H -1.308 -1.725 -3.807
H 3.649 -1.042 -1.532
H 5.566 0.128 -2.533
H 5.193 1.947 -4.172
H 2.890 2.554 -4.833
H 0.968 1.334 -3.891
H -0.459 -3.357 -1.222
H -0.396 -5.612 -2.208
H 1.039 -6.063 -4.175
H 2.382 -4.238 -5.164
H 2.290 -1.974 -4.208
N 4.944 -2.656 2.907
N 4.008 -2.878 1.889
N 4.324 -3.467 0.764
C 3.169 -3.380 0.108
N 2.219 -2.772 0.825
N 2.794 -2.438 1.977
H 5.702 -3.303 2.702
H 4.486 -2.946 3.767
H 3.018 -3.769 -0.886
N -9.356 3.610 2.647
C -8.265 3.256 2.701
C -6.889 2.815 2.766
C -6.358 2.051 1.732
C -5.043 1.625 1.793
C -4.262 1.983 2.882
C -4.781 2.743 3.917
C -6.102 3.154 3.861
N -2.902 1.560 2.933
C -2.183 1.175 4.047
C -0.948 0.843 3.592
N -0.879 1.019 2.222
C -2.066 1.442 1.872
H -6.981 1.776 0.892
H -4.646 0.993 1.009
H -4.158 3.036 4.752
H -6.519 3.750 4.661
H -2.622 1.142 5.029
H -0.113 0.478 4.166
H -2.372 1.698 0.871
C -2.596 -1.906 0.298
C -1.929 -2.173 1.627
O -0.505 -1.998 1.552
H -3.681 -1.976 0.402
H -2.291 -2.625 -0.465
H -2.357 -0.908 -0.079
H -2.144 -3.180 1.988
H -2.266 -1.477 2.395
H -0.056 -2.792 1.240
*
```

***

[5]
ORCA calculation (ωB97M-V/def2-TZVPD) on the molecule C3H6O2S at a distorted geometry.

Properties
orbital gap (alpha / beta): 5.81 / 5.81 eV
E_HOMO (alpha / beta): -6.821 / -6.821 eV
ΔE to the lowest compared entry with this formula, charge and spin: 93.63 kcal/mol
LUMO level (alpha / beta): -1.0113 / -1.0110 eV

ORCA input file:
```
! RIJCOSX wB97M-V def2-TZVPD def2/J DEFGRID3
* xyz 0 1
C 1.425 0.811 0.019
C -0.041 0.479 0.021
C -0.561 -0.896 0.188
O -0.721 1.526 -0.334
O -1.891 -0.834 -0.177
S 2.826 -0.025 1.176
H 1.743 0.332 -0.963
H 1.481 1.910 0.072
H -0.385 -1.429 1.139
H 0.064 -1.390 -0.621
H -1.637 1.253 -0.545
H -2.304 -1.737 0.025
*
```

***

[6]
ORCA calculation (ωB97M-V/def2-TZVPD) on a structure of composition C42H38AsF4N4OTi at a distorted geometry.

Properties
orbital gap (alpha / beta): 6.57 / 6.83 eV
E_HOMO (alpha / beta): -12.707 / -12.934 eV
ΔE to the lowest compared entry with this formula, charge and spin: 0.00 kcal/mol
LUMO level (alpha / beta): -6.1349 / -6.1022 eV

ORCA input file:
```
! RIJCOSX wB97M-V def2-TZVPD def2/J DEFGRID3
* xyz 2 2
Ti -0.121 0.061 -0.098
C 0.505 -1.581 4.013
C 0.593 -1.011 2.604
N -0.582 -0.239 2.096
C -1.866 -0.983 2.239
C -2.610 -0.920 3.570
C -0.592 1.108 2.719
C 0.255 2.138 1.921
N 0.837 1.512 0.732
C 2.134 1.836 0.354
C 2.936 0.807 -0.134
F 2.383 -0.448 -0.134
C 4.233 0.992 -0.554
F 4.917 -0.060 -1.017
C 4.809 2.245 -0.484
C 4.041 3.279 0.016
F 4.552 4.503 0.089
C 2.728 3.092 0.425
F 2.014 4.141 0.849
H 1.488 -1.969 4.282
H -0.197 -2.411 4.071
H 0.233 -0.837 4.762
H 0.769 -1.830 1.908
H 1.448 -0.337 2.534
H -1.645 -2.022 1.987
H -2.543 -0.615 1.459
H -2.091 -1.434 4.373
H -3.580 -1.403 3.442
H -2.804 0.102 3.895
H -0.219 1.039 3.742
H -1.620 1.456 2.799
H 1.044 2.537 2.559
H -0.378 2.986 1.643
H 5.825 2.417 -0.808
C -3.677 2.642 -0.530
C -2.703 1.794 0.004
N -1.713 1.279 -0.709
C -1.642 1.610 -2.031
C -2.581 2.432 -2.654
C -3.621 2.954 -1.862
C -2.456 2.723 -4.055
C -1.449 2.200 -4.781
C -0.474 1.340 -4.169
C 0.575 0.741 -4.892
C 1.458 -0.080 -4.243
C 1.308 -0.283 -2.867
N 0.338 0.271 -2.156
C -0.556 1.062 -2.805
H -4.454 3.032 0.111
H -2.737 1.528 1.051
H -4.365 3.601 -2.312
H -3.186 3.378 -4.512
H -1.352 2.426 -5.835
H 0.674 0.935 -5.953
H 2.274 -0.561 -4.763
H 2.009 -0.903 -2.327
O -0.092 -1.809 -0.268
As -0.734 -3.080 -1.204
C -1.486 -4.288 0.047
C -0.623 -4.750 1.041
C -1.113 -5.602 2.016
C -2.448 -5.991 1.990
C -3.297 -5.538 0.991
C -2.818 -4.680 0.009
C -2.016 -2.277 -2.355
C -3.133 -1.677 -1.772
C -4.012 -0.958 -2.568
C -3.770 -0.835 -3.931
C -2.653 -1.428 -4.504
C -1.766 -2.150 -3.717
C 0.665 -3.917 -2.161
C 0.337 -4.845 -3.146
C 1.358 -5.510 -3.808
C 2.683 -5.253 -3.477
C 3.000 -4.339 -2.482
C 1.988 -3.663 -1.814
H 0.420 -4.455 1.053
H -0.454 -5.972 2.790
H -2.826 -6.662 2.750
H -4.329 -5.859 0.969
H -3.477 -4.343 -0.781
H -3.318 -1.771 -0.708
H -4.891 -0.505 -2.129
H -4.463 -0.283 -4.552
H -2.476 -1.335 -5.568
H -0.892 -2.609 -4.163
H -0.697 -5.060 -3.393
H 1.121 -6.234 -4.576
H 3.475 -5.779 -3.993
H 4.033 -4.157 -2.219
H 2.226 -2.959 -1.025
*
```

***

[7]
ORCA calculation (ωB97M-V/def2-TZVPD) on the molecule C5H5NO at a distorted geometry.

Properties
orbital gap: 10.74 eV
E_HOMO: -10.317 eV
ΔE to the lowest compared entry with this formula, charge and spin: 26.27 kcal/mol
LUMO level: 0.4262 eV

ORCA input file:
```
! RIJCOSX wB97M-V def2-TZVPD def2/J DEFGRID3
* xyz 0 1
N -3.153 -0.322 0.043
C -2.225 0.220 -0.389
C -1.075 0.890 -0.932
C 0.172 0.462 -0.728
C 0.573 -0.727 0.087
C 1.470 -0.320 1.240
O 1.616 0.823 1.598
H -1.271 1.782 -1.519
H 0.984 1.036 -1.169
H 1.111 -1.464 -0.526
H -0.300 -1.250 0.502
H 1.997 -1.150 1.754
*
```